No. 1
A structure of composition C24H31BrClF7GaNO21P, computed with wB97M-V/def2-TZVPD.

Results
**LUMO level**: 1.46 eV
**Frontier orbital gap**: 5.981 eV
**Total energy**: -8567.52968 Eh

ORCA input file:
```
! RIJCOSX wB97M-V def2-TZVPD def2/J DEFGRID3
* xyz -1 1
C 3.5814 -1.4669 -1.8504
C 2.6859 -2.7012 -1.8842
C 1.9068 -2.7640 -3.2069
Br 2.5025 -4.2954 -4.2949
Ga -0.0942 -2.7748 -3.0469
Cl -0.8008 -4.8604 -2.4204
P -0.6023 -1.0266 -1.5028
N -0.5647 0.3733 -2.2851
H 4.1960 -1.3938 -2.7508
H 4.2361 -1.4494 -0.9792
H 2.9575 -0.5706 -1.8081
H 3.2635 -3.6124 -1.7333
H 1.9685 -2.6033 -1.0648
H 2.1441 -1.8996 -3.8274
H -0.7843 -2.4743 -4.4280
H -1.8055 -1.2589 -0.7964
H 0.3405 -1.0141 -0.4553
H -1.4276 0.8963 -2.2061
C -2.5823 -3.6391 2.7373
C -2.9127 -4.4172 1.4738
O -1.9881 -3.8895 0.5531
C -0.9089 -3.4183 1.2312
O 0.1231 -3.1025 0.7510
O -1.1990 -3.3487 2.5614
F -4.1746 -4.1822 1.0480
H -3.1534 -2.7087 2.7519
H -2.7382 -4.1930 3.6581
H -2.7635 -5.4966 1.5422
C 1.8895 2.8691 0.4499
C 1.9651 2.9579 -1.0618
O 3.3003 2.5581 -1.3187
C 3.6959 1.7351 -0.3082
O 4.6342 1.0119 -0.3572
O 2.8317 1.8215 0.7230
F 1.7934 4.2294 -1.5176
H 2.2391 3.7972 0.8984
H 0.9083 2.6125 0.8349
H 1.2830 2.2983 -1.6025
C 5.2507 7.8636 0.5203
C 4.8136 7.2032 -0.7777
O 4.0231 6.1316 -0.3101
C 3.5241 6.4579 0.9075
O 2.6527 5.8776 1.4605
O 4.1664 7.5482 1.3955
F 5.8553 6.7256 -1.4915
H 6.1645 7.3912 0.8841
H 5.3789 8.9394 0.4564
H 4.2034 7.8305 -1.4300
C -4.0598 -5.5239 -2.9288
C -4.5219 -6.5927 -1.9543
O -5.9054 -6.6837 -2.2202
C -6.1178 -6.2714 -3.5011
O -7.1386 -6.4176 -4.0898
O -5.0123 -5.6811 -3.9925
F -4.3435 -6.2521 -0.6530
H -4.1435 -4.5218 -2.5066
H -3.0443 -5.7037 -3.2542
H -4.0072 -7.5386 -2.1526
C 0.0407 -8.2901 -2.3447
C -0.1586 -8.2003 -3.8461
O -1.2990 -9.0418 -4.0335
C -2.0169 -9.0560 -2.8890
O -3.1388 -9.4543 -2.7949
O -1.2949 -8.5420 -1.8756
F 0.8844 -8.7187 -4.5363
H 0.6682 -9.1512 -2.1057
H 0.4340 -7.3834 -1.9001
H -0.3800 -7.2009 -4.2153
C -2.3028 5.5782 1.3593
C -2.2897 5.4233 2.8678
O -2.1684 4.0196 3.0239
C -1.5368 3.5264 1.9244
O -1.0532 2.4490 1.8387
O -1.5139 4.4616 0.9478
F -3.4391 5.8368 3.4542
H -3.3192 5.4729 0.9762
H -1.8573 6.5037 1.0093
H -1.4479 5.9113 3.3531
C 1.0417 6.6363 6.1727
C 0.3143 7.7081 6.9681
O -0.2045 8.5403 5.9475
C -0.3576 7.7932 4.8234
O -0.9744 8.1119 3.8631
O 0.2863 6.6132 4.9607
F 1.1425 8.4294 7.7566
H 2.0625 6.9559 5.9586
H 1.0410 5.6538 6.6327
H -0.5143 7.3427 7.5770
*
```

=====

No. 2
An isolated molecule of C24H31ClN4O5S, computed with wB97M-V/def2-TZVPD.

Results
**LUMO level**: 0.19 eV
**Frontier orbital gap**: 8.054 eV
**Total energy**: -2386.76384 Eh
**SMILES**: CCN1CCN(S(=O)(=O)c2ccc(Cl)c(C(=O)N(CC)CC(=O)Nc3ccc(OC)cc3)c2)CC1
**Relative energy (zero: lowest compared OMol25 entry of this formula, charge and spin)**: 0.0 kJ/mol

ORCA input file:
```
! RIJCOSX wB97M-V def2-TZVPD def2/J DEFGRID3
* xyz 0 1
C 4.6833 -4.8091 5.6361
C 4.2925 -4.9671 4.1710
N 3.4290 -3.8869 3.7182
C 3.3628 -3.8279 2.2661
C 2.5516 -2.6066 1.8322
N 1.2316 -2.5885 2.4258
S 0.1106 -3.5563 1.6309
O -1.0320 -3.6783 2.4834
O 0.6816 -4.7521 1.0763
C -0.2680 -2.4377 0.2821
C 0.0043 -2.7783 -1.0283
C -0.2433 -1.8635 -2.0394
C -0.7437 -0.6115 -1.7133
Cl -1.0160 0.5629 -2.9506
C -1.0129 -0.2665 -0.3882
C -1.6024 1.0799 -0.0786
O -2.8057 1.2761 -0.1603
N -0.7285 2.0348 0.2800
C 0.7125 1.8756 0.2560
C 1.2733 1.4830 1.6208
C -1.2380 3.3649 0.5715
C -1.3126 4.1760 -0.7361
O -0.5171 5.0561 -0.9878
N -2.3120 3.7377 -1.5299
C -2.6101 4.1023 -2.8488
C -3.5903 3.3724 -3.5112
C -3.9345 3.6652 -4.8181
C -3.2962 4.7042 -5.4870
O -3.5519 5.0815 -6.7722
C -4.5353 4.3820 -7.4937
C -2.3133 5.4360 -4.8192
C -1.9708 5.1439 -3.5171
C -0.7871 -1.2008 0.6102
C 1.2829 -2.7472 3.8654
C 2.0832 -3.9855 4.2589
H 5.0362 -3.7970 5.8137
H 5.4805 -5.5074 5.8778
H 3.8468 -5.0092 6.2998
H 3.8237 -5.9532 4.0103
H 5.2009 -4.9266 3.5642
H 2.8940 -4.7308 1.8420
H 4.3785 -3.7391 1.8729
H 3.0647 -1.6918 2.1444
H 2.4285 -2.6000 0.7478
H 0.4033 -3.7578 -1.2397
H -0.0450 -2.1102 -3.0702
H 0.9808 1.1183 -0.4837
H 1.1394 2.8296 -0.0649
H 2.3590 1.4876 1.5820
H 0.9530 2.1889 2.3831
H 0.9403 0.4868 1.9021
H -0.5636 3.8653 1.2665
H -2.2311 3.2695 1.0168
H -2.8681 2.9643 -1.1705
H -4.0873 2.5611 -2.9980
H -4.6985 3.0757 -5.2996
H -4.2764 3.3240 -7.6067
H -5.5191 4.4667 -7.0204
H -4.5686 4.8499 -8.4765
H -1.8263 6.2391 -5.3488
H -1.2088 5.7139 -3.0129
H -1.0163 -0.9845 1.6413
H 1.7508 -1.8505 4.2823
H 0.2544 -2.8282 4.2161
H 1.5577 -4.8803 3.8779
H 2.1391 -4.0445 5.3460
*
```

=====

No. 3
A structure of composition C24H31FNO8Ru, computed with wB97M-V/def2-TZVPD.

Results
**LUMO level (alpha / beta)**: -5.11 / -8.21 eV
**Frontier orbital gap (alpha / beta)**: 8.603 / 5.475 eV
**Total energy**: -1783.97028 Eh
**<S²>**: 8.759
**Relative energy (zero: lowest compared OMol25 entry of this formula, charge and spin)**: 0.0 kJ/mol

ORCA input file:
```
! RIJCOSX wB97M-V def2-TZVPD def2/J DEFGRID3
* xyz 2 6
Ru 0.1609 -0.5653 -0.5660
C -2.9154 -0.1544 -1.2761
C -3.0296 -0.0568 0.2337
O -1.8665 -0.6151 0.8598
C -2.0181 -1.9677 1.3171
C -0.7570 -2.2855 2.0687
O 0.3073 -2.2858 1.1094
C 1.6291 -2.2373 1.6605
C 1.9411 -0.8681 2.2338
O 1.6889 0.0842 1.2034
C 1.4949 1.4283 1.6490
C 1.2313 2.2718 0.4287
O 0.0015 1.8086 -0.1427
C -0.2961 2.3444 -1.4373
C -1.6953 1.8857 -1.7618
O -1.7025 0.4515 -1.7314
H -3.7824 0.3126 -1.7469
H -2.8567 -1.1952 -1.5989
H -3.9339 -0.5677 0.5665
H -3.0759 0.9827 0.5571
H -2.1433 -2.6552 0.4746
H -2.8800 -2.0417 1.9820
H -0.8267 -3.2645 2.5456
H -0.5983 -1.5155 2.8257
H 2.2953 -2.4524 0.8245
H 1.7521 -3.0016 2.4296
H 2.9940 -0.8393 2.5218
H 1.3323 -0.6488 3.1145
H 2.3888 1.7890 2.1611
H 0.6381 1.4755 2.3286
H 2.0437 2.1624 -0.2933
H 1.1298 3.3188 0.7212
H 0.4207 1.9650 -2.1740
H -0.2529 3.4351 -1.4273
H -1.9848 2.2230 -2.7578
H -2.3885 2.2916 -1.0239
C 4.2799 -2.0198 -7.0738
C 5.1745 -1.6517 -5.8972
C 6.1674 -0.5646 -6.2804
C 7.0936 -0.2672 -5.1122
C 6.2918 0.1033 -3.8981
C 6.8369 0.8912 -2.9100
C 6.0846 1.2368 -1.7909
F 6.6450 1.9849 -0.8378
C 4.7838 0.8369 -1.6503
C 4.2074 0.0335 -2.6395
C 2.8290 -0.4107 -2.4642
O 2.1567 0.0497 -1.4817
C 2.3735 -1.3268 -3.4294
C 3.1687 -1.6707 -4.4993
N 4.3926 -1.2017 -4.7065
C 4.9630 -0.3578 -3.7624
C 0.9977 -1.9808 -3.3731
O 0.6521 -2.6768 -4.2979
O 0.3068 -1.7417 -2.3007
H 4.9055 -2.1440 -7.9557
H 3.5577 -1.2288 -7.2829
H 3.7491 -2.9594 -6.9300
H 5.7351 -2.5375 -5.5823
H 5.6264 0.3382 -6.5774
H 6.7404 -0.9057 -7.1405
H 7.7830 0.5413 -5.3537
H 7.7038 -1.1488 -4.8939
H 7.8519 1.2592 -2.9894
H 4.2137 1.1211 -0.7783
H 2.7639 -2.3664 -5.2176
*
```

=====

No. 4
A structure of composition C24H31N3OsP2, computed with wB97M-V/def2-TZVPD.

Results
**LUMO level (alpha / beta)**: -5.66 / -8.62 eV
**Frontier orbital gap (alpha / beta)**: 6.737 / 5.275 eV
**Total energy**: -1870.13039 Eh
**<S²>**: 6.043
**Relative energy (zero: lowest compared OMol25 entry of this formula, charge and spin)**: 0.0 kJ/mol

ORCA input file:
```
! RIJCOSX wB97M-V def2-TZVPD def2/J DEFGRID3
* xyz 2 5
C 1.5631 -2.8643 3.4579
C 1.6043 -1.9491 2.4112
C 0.9641 -2.3474 1.2177
C -0.0745 -3.2961 1.2144
C -0.1704 -4.1359 2.3216
C 0.7106 -3.9748 3.3776
C -0.9562 -3.1737 0.0404
C -0.0837 -3.2535 -1.1490
C 0.9519 -2.2962 -1.1460
C 1.5804 -1.8677 -2.3389
C 1.5195 -2.7577 -3.4127
C 0.6745 -3.8844 -3.3471
C -0.1929 -4.0693 -2.2760
H 2.1643 -2.6854 4.3446
H -0.9179 -4.9298 2.2956
H 0.7132 -4.6980 4.1908
H -1.8338 -3.7962 0.0300
H 2.1099 -2.5426 -4.3041
H 0.6792 -4.5827 -4.1865
H -0.9282 -4.8841 -2.2706
N 1.2439 -1.6675 0.0514
Os -0.4963 0.0479 0.0572
C 2.1048 -0.5420 2.4415
H 2.9151 -0.3589 1.7220
H 2.4450 -0.2390 3.4413
C 2.1179 -0.4698 -2.3257
H 2.9702 -0.3523 -1.6368
H 2.4268 -0.1515 -3.3310
P 0.6764 0.5963 1.9047
P 0.7725 0.7400 -1.6915
C -0.0042 1.1370 -3.3010
H -0.6253 2.0317 -3.1820
H 0.7565 1.3200 -4.0641
H -0.6323 0.2974 -3.6106
C 1.7740 2.2235 -1.3741
H 2.1157 2.6491 -2.3211
H 1.1471 2.9631 -0.8643
H 2.6382 1.9833 -0.7532
C -0.3796 0.4184 3.3972
H 0.2303 0.3816 4.3085
H -1.0848 1.2501 3.4724
H -0.9504 -0.5107 3.3114
C 1.4676 2.2370 2.0858
H 0.7681 3.0261 1.7814
H 1.7562 2.4021 3.1315
H 2.3580 2.2917 1.4511
H -1.2963 -1.7162 0.0646
H -1.0426 -0.3344 -1.4197
N -3.7349 5.3762 -0.5139
C -3.1254 4.1877 -0.3400
C -3.1602 3.1939 -1.3388
C -2.5007 1.9915 -1.1311
N -1.7468 1.7807 -0.0235
C -1.7751 2.6815 0.9887
C -2.4232 3.9065 0.8484
H -4.2456 5.5937 -1.3568
H -3.7211 6.0863 0.2125
H -3.6777 3.3458 -2.2853
H -2.5288 1.1636 -1.8541
H -1.2562 2.4084 1.9113
H -2.3538 4.6195 1.6646
*
```